Entry 1:
DFT (ωB97M-V/def2-TZVPD) results for a molecular structure, C25H33Br54N2O3 at a distorted geometry.

Charge = -1

Positions of all 117 atoms, in Å:
N: 4.27 -4.95 -4.26
C: 3.90 -4.20 -3.04
C: 2.92 -2.96 -3.30
C: 1.56 -3.35 -4.05
C: 0.33 -2.38 -3.67
C: -1.08 -3.03 -4.05
N: -1.77 -3.73 -2.92
O: -2.40 -2.69 -2.21
C: -2.92 -4.51 -3.51
C: -2.91 -6.08 -3.15
O: -2.86 -6.91 -4.12
O: -3.01 -6.49 -1.84
H: 3.52 -4.97 -4.96
H: 4.54 -5.92 -4.07
H: 4.86 -3.82 -2.53
H: 3.42 -4.91 -2.28
H: 2.69 -2.50 -2.27
H: 3.53 -2.15 -3.84
H: 1.77 -3.22 -5.17
H: 1.30 -4.43 -3.78
H: 0.46 -1.46 -4.36
H: 0.40 -2.02 -2.60
H: -0.87 -3.81 -4.87
H: -1.74 -2.22 -4.51
H: -2.94 -3.06 -1.49
H: -3.93 -4.13 -3.12
H: -2.96 -4.36 -4.64
C: -4.57 -4.92 0.83
Br: -5.47 -3.49 -0.13
Br: -2.74 -4.46 1.25
Br: -5.56 -5.48 2.40
H: -4.53 -5.78 0.15
C: -7.40 0.50 0.77
Br: -7.26 -0.78 2.22
Br: -6.20 2.00 1.01
Br: -7.17 -0.34 -0.96
H: -8.42 0.90 0.80
C: 3.36 1.53 -3.55
Br: 3.08 0.25 -4.98
Br: 1.72 2.44 -3.06
Br: 4.22 0.71 -2.02
H: 4.05 2.29 -3.93
C: 0.81 -7.34 -0.66
Br: -0.17 -5.91 -1.53
Br: 2.65 -6.86 -0.27
Br: -0.13 -7.94 0.92
H: 0.84 -8.18 -1.35
C: 6.81 3.16 -0.49
Br: 8.58 2.56 -0.01
Br: 6.13 4.47 0.76
Br: 6.73 3.79 -2.32
H: 6.15 2.29 -0.43
C: 5.20 0.74 3.24
Br: 5.07 0.25 1.37
Br: 6.72 1.90 3.56
Br: 3.55 1.50 3.91
H: 5.38 -0.18 3.79
C: -8.66 1.91 4.63
Br: -8.29 3.81 4.69
Br: -8.72 1.13 6.40
Br: -10.28 1.53 3.63
H: -7.84 1.44 4.10
C: 8.28 -5.72 -5.04
Br: 7.54 -6.27 -3.34
Br: 7.55 -6.75 -6.51
Br: 8.09 -3.81 -5.33
H: 9.35 -5.93 -5.00
C: 0.23 -4.82 4.21
Br: 0.67 -4.14 2.45
Br: -1.33 -5.97 4.18
Br: 1.75 -5.69 5.04
H: -0.02 -3.97 4.84
C: 10.64 2.48 -3.63
Br: 10.83 3.23 -5.41
Br: 9.22 1.17 -3.55
Br: 12.32 1.77 -2.97
H: 10.36 3.30 -2.97
C: -12.60 2.73 7.16
Br: -12.22 4.63 7.22
Br: -12.66 1.94 8.93
Br: -14.21 2.34 6.15
H: -11.78 2.25 6.63
C: 6.55 -1.58 6.70
Br: 6.41 -2.07 4.84
Br: 8.06 -0.41 7.02
Br: 4.90 -0.81 7.37
H: 6.73 -2.49 7.26
C: -5.31 3.51 7.98
Br: -5.38 5.27 7.17
Br: -6.84 3.18 9.12
Br: -5.07 2.12 6.66
H: -4.43 3.50 8.62
C: 4.40 8.59 0.33
Br: 4.11 7.29 -1.08
Br: 2.77 9.50 0.83
Br: 5.28 7.79 1.86
H: 5.08 9.34 -0.07
C: -7.29 3.23 -2.62
Br: -7.30 2.69 -4.48
Br: -5.70 4.23 -2.17
Br: -8.91 4.19 -2.15
H: -7.28 2.32 -2.03
C: 10.22 -0.13 2.34
Br: 10.66 -1.39 3.75
Br: 11.27 1.49 2.48
Br: 10.36 -0.93 0.59
H: 9.18 0.15 2.48
C: -1.50 10.13 1.66
Br: -1.14 8.84 0.26
Br: -1.57 9.30 3.41
Br: -0.25 11.61 1.61
H: -2.49 10.54 1.46
C: -10.89 6.56 -4.89
Br: -10.89 6.02 -6.75
Br: -9.30 7.56 -4.43
Br: -12.51 7.52 -4.42
H: -10.88 5.65 -4.29

Entry 2:
DFT (ωB97M-V/def2-TZVPD) results for a molecular structure, C25H33BrF16NNbO7P at a distorted geometry.

Charge = -1

Positions of all 85 atoms, in Å:
N: 1.38 -0.33 -1.92
P: 0.15 -0.97 -2.74
Nb: -1.86 0.63 -3.04
C: -2.01 -0.20 -5.18
C: -2.37 -1.74 -5.10
C: -1.39 -2.70 -5.90
C: -0.87 -2.12 -7.27
O: 0.57 -1.90 -7.12
C: -1.76 1.38 -0.86
O: -0.42 1.71 -0.43
O: -0.12 0.78 0.55
C: -0.59 2.36 -3.82
C: 0.87 2.01 -4.17
O: 1.25 1.21 -4.96
Br: 2.29 3.06 -3.21
C: -3.70 1.95 -3.31
C: -4.84 1.34 -4.13
O: -4.93 1.62 -5.32
C: -5.94 0.40 -3.57
C: -7.15 1.07 -3.05
C: -8.27 0.31 -2.54
C: -8.22 -1.15 -2.54
C: -7.02 -1.83 -3.02
C: -5.89 -1.05 -3.55
H: 1.59 -0.89 -1.09
H: -0.24 -2.18 -2.08
H: 0.61 -1.30 -4.06
H: -2.99 -0.67 -2.42
H: -0.96 -0.04 -5.59
H: -2.69 0.41 -5.83
H: -3.40 -1.89 -5.51
H: -2.31 -2.07 -4.02
H: -1.99 -3.63 -6.14
H: -0.59 -3.03 -5.20
H: -0.94 -2.91 -8.06
H: -1.39 -1.19 -7.58
H: 0.72 -1.03 -6.70
H: -2.26 0.65 -0.17
H: -2.39 2.32 -0.81
H: 0.84 0.60 0.54
H: -0.63 3.24 -3.11
H: -1.07 2.72 -4.77
H: -4.10 2.16 -2.27
H: -3.36 2.94 -3.71
H: -7.19 2.19 -3.07
H: -9.16 0.87 -2.18
H: -9.09 -1.74 -2.17
H: -7.02 -2.94 -2.99
H: -5.00 -1.59 -3.94
C: 3.63 3.45 2.96
C: 2.86 4.72 3.34
C: 2.65 4.96 4.83
F: 1.92 3.99 5.41
F: 1.96 6.12 5.03
F: 1.68 4.74 2.68
F: 3.57 5.78 2.85
O: 2.86 2.32 2.57
C: 2.38 1.47 3.57
C: 0.86 1.43 3.61
F: 0.33 2.65 3.85
F: 0.42 0.62 4.62
F: 2.93 1.80 4.75
F: 2.85 0.23 3.27
H: 4.20 3.70 2.06
H: 4.39 3.19 3.70
H: 3.60 5.05 5.36
H: 0.44 1.06 2.67
C: 3.58 -2.24 5.45
C: 4.08 -1.51 6.72
C: 5.58 -1.25 6.80
F: 6.30 -2.39 6.81
F: 5.87 -0.59 7.95
F: 3.64 -2.18 7.81
F: 3.45 -0.31 6.74
O: 3.37 -3.65 5.57
C: 4.46 -4.50 5.38
C: 4.78 -5.31 6.64
F: 5.08 -4.50 7.68
F: 5.86 -6.10 6.43
F: 5.51 -3.81 4.92
F: 4.11 -5.35 4.39
H: 2.59 -1.84 5.24
H: 4.18 -1.99 4.57
H: 5.92 -0.63 5.97
H: 3.94 -5.94 6.93

Entry 3:
DFT (ωB97M-V/def2-TZVPD) results for 8 unconnected molecules or ions with the total composition C25H33BrNO24 at a distorted geometry.

Charge = -1

Positions of all 84 atoms, in Å:
O: 0.44 -1.59 -1.99
C: 1.06 -1.33 -3.05
O: 0.60 -1.38 -4.18
C: 2.55 -0.90 -2.94
N: 2.91 -0.15 -1.74
C: 2.15 1.07 -1.61
C: 2.59 2.22 -2.57
O: 1.82 3.05 -2.93
Br: 4.49 2.33 -3.12
H: 2.86 -0.42 -3.87
H: 3.13 -1.84 -2.90
H: 3.90 0.03 -1.68
H: 1.08 0.93 -1.65
H: 2.37 1.49 -0.60
C: 9.71 3.16 -1.87
C: 8.98 3.20 -0.55
O: 7.69 2.70 -0.89
C: 7.81 1.94 -2.01
O: 6.96 1.26 -2.45
O: 9.06 2.08 -2.55
H: 10.77 2.96 -1.76
H: 9.57 4.07 -2.45
H: 9.43 2.54 0.20
H: 8.91 4.21 -0.14
C: -1.23 -1.70 1.70
C: -2.30 -1.68 0.65
O: -3.34 -0.91 1.27
C: -2.75 -0.13 2.20
O: -3.31 0.75 2.79
O: -1.46 -0.47 2.40
H: -0.23 -1.73 1.27
H: -1.34 -2.53 2.40
H: -1.97 -1.17 -0.26
H: -2.65 -2.67 0.39
C: 2.00 -1.20 3.93
C: 3.37 -1.79 3.70
O: 3.69 -1.32 2.39
C: 2.95 -0.20 2.15
O: 3.09 0.51 1.22
O: 2.02 -0.02 3.13
H: 1.81 -0.96 4.97
H: 1.20 -1.85 3.56
H: 4.11 -1.41 4.41
H: 3.38 -2.87 3.73
C: -5.90 -2.13 -1.98
C: -6.96 -3.20 -1.82
O: -6.31 -4.17 -1.00
C: -5.33 -3.53 -0.31
O: -4.71 -4.02 0.58
O: -5.15 -2.27 -0.77
H: -6.32 -1.13 -2.06
H: -5.24 -2.31 -2.82
H: -7.85 -2.83 -1.30
H: -7.26 -3.63 -2.77
C: -5.55 0.73 5.52
C: -6.47 -0.01 4.58
O: -7.36 -0.67 5.47
C: -7.37 0.01 6.64
O: -8.13 -0.18 7.53
O: -6.39 0.95 6.66
H: -5.19 1.67 5.11
H: -4.69 0.12 5.83
H: -7.04 0.67 3.94
H: -5.94 -0.72 3.95
C: -4.51 3.74 2.60
C: -3.25 4.31 3.20
O: -3.64 5.66 3.51
C: -4.98 5.68 3.65
O: -5.60 6.60 4.07
O: -5.53 4.51 3.25
H: -4.62 2.68 2.80
H: -4.57 3.91 1.52
H: -2.95 3.80 4.12
H: -2.41 4.30 2.51
C: 3.41 -3.49 -6.89
C: 4.53 -3.03 -7.79
O: 4.45 -1.61 -7.69
C: 3.84 -1.32 -6.50
O: 3.76 -0.24 -6.03
O: 3.33 -2.44 -5.94
H: 3.63 -4.44 -6.40
H: 2.46 -3.57 -7.41
H: 5.51 -3.36 -7.44
H: 4.40 -3.35 -8.83

Sequential Kohn-Sham gap output: 5.6 5.9 6.3 eV
Sequential LUMO output: 0.65 1.04 1.99 eV